{
  "formula": "C24H19BBaF2N4O2",
  "method": "ωB97M-V with the def2-TZVPD basis set",
  "symbols": ["Ba", "C", "O", "C", "N", "C", "C", "C", "C", "C", "C", "C", "C", "C", "C", "C", "C", "N", "C", "N", "C", "C", "O", "C", "C", "C", "C", "C", "C", "H", "H", "H", "H", "H", "H", "H", "H", "H", "H", "H", "H", "H", "H", "H", "H", "H", "H", "H", "F", "B", "F", "N", "C"],
  "positions_angstrom": [[1.3124, -0.4898, 0.3447], [0.8347, 4.2644, -1.7912], [-0.4847, 3.7854, -1.4272], [-0.3063, 2.5513, -0.9316], [0.8687, 2.0796, -0.8760], [1.7826, 3.0998, -1.4118], [2.8590, 3.4780, -0.4210], [4.0844, 3.9378, -0.8943], [5.0799, 4.3143, -0.0069], [4.8622, 4.2223, 1.3616], [3.6456, 3.7596, 1.8379], [2.6430, 3.3968, 0.9488], [-1.5283, 1.8554, -0.4647], [-2.7671, 2.4756, -0.5483], [-3.8749, 1.7968, -0.0713], [-3.7036, 0.5362, 0.4738], [-2.4229, 0.0028, 0.5105], [-1.3464, 0.6378, 0.0465], [-2.1808, -1.3307, 1.1089], [-1.0502, -1.8970, 1.1984], [-1.2523, -3.1863, 1.8771], [-2.7749, -3.2070, 2.1589], [-3.2582, -1.9563, 1.6068], [-0.3939, -3.3204, 3.1131], [-0.0224, -2.2086, 3.8588], [0.7603, -2.3585, 4.9956], [1.1594, -3.6221, 5.4022], [0.7827, -4.7375, 4.6655], [0.0143, -4.5864, 3.5222], [1.0348, 5.1707, -1.2235], [0.8268, 4.4843, -2.8562], [2.2653, 2.6885, -2.3005], [4.2676, 3.9824, -1.9623], [6.0332, 4.6619, -0.3832], [5.6464, 4.4970, 2.0546], [3.4762, 3.6572, 2.9017], [1.6997, 3.0284, 1.3325], [-2.8447, 3.4647, -0.9740], [-4.8573, 2.2460, -0.1193], [-4.5330, -0.0310, 0.8685], [-0.9765, -3.9816, 1.1817], [-3.0043, -3.2194, 3.2225], [-3.2962, -4.0173, 1.6547], [-0.3213, -1.2159, 3.5458], [1.0727, -1.4809, 5.5461], [1.7763, -3.7380, 6.2834], [1.1038, -5.7246, 4.9718], [-0.2535, -5.4561, 2.9324], [0.8562, 1.1401, 3.0532], [2.1201, 0.5168, 3.0059], [2.7560, 0.8197, 4.1569], [2.7102, -2.5542, -2.5378], [2.7128, -2.0490, -1.4912]],
  "forces_ev_per_angstrom": [[0.427, -0.121, 0.132], [0.049, -0.002, 0.015], [-0.031, -0.031, -0.006], [0.056, 0.098, 0.005], [-0.079, -0.144, -0.034], [0.039, 0.006, 0.009], [0.022, 0.019, -0.037], [-0.005, -0.036, 0.016], [0.006, 0.008, 0.013], [0.005, 0.003, -0.009], [-0.015, -0.005, 0.004], [-0.019, 0.013, -0.016], [0.095, -0.038, 0.023], [-0.044, -0.006, 0.002], [0.032, -0.017, -0.006], [-0.029, 0.029, -0.015], [0.103, -0.027, 0.015], [-0.354, 0.160, -0.009], [-0.018, -0.062, 0.091], [0.014, 0.070, -0.148], [0.021, -0.021, 0.026], [0.043, -0.024, 0.023], [-0.006, 0.022, -0.034], [-0.007, -0.047, -0.003], [-0.027, -0.004, -0.010], [-0.006, 0.014, -0.005], [-0.001, -0.011, -0.004], [0.003, 0.003, 0.018], [0.026, 0.027, -0.017], [-0.018, -0.007, 0.009], [-0.008, 0.005, 0.001], [-0.025, 0.004, -0.014], [-0.004, -0.001, 0.000], [-0.002, 0.001, 0.000], [0.000, 0.001, 0.001], [0.001, 0.003, -0.002], [-0.003, -0.010, 0.020], [0.011, 0.003, -0.002], [0.000, 0.001, 0.004], [0.005, -0.009, 0.004], [-0.026, 0.006, -0.014], [-0.005, 0.023, -0.006], [-0.009, 0.004, 0.002], [0.012, 0.018, 0.006], [-0.002, -0.003, 0.002], [0.000, 0.000, 0.001], [-0.002, 0.001, 0.000], [-0.002, 0.004, -0.001], [-0.088, 0.012, -0.056], [-0.001, 0.017, 0.023], [0.002, -0.022, -0.037], [0.003, 0.000, -0.001], [-0.140, 0.073, 0.020]],
  "lowdin_charge": [1.539, -0.040, 0.018, -0.328, 0.046, -0.235, -0.196, -0.038, -0.076, -0.076, -0.059, -0.040, -0.169, 0.031, -0.012, 0.030, -0.169, 0.092, -0.328, 0.046, -0.236, -0.041, 0.018, -0.196, -0.041, -0.059, -0.076, -0.076, -0.038, 0.134, 0.130, 0.152, 0.115, 0.104, 0.105, 0.112, 0.097, 0.125, 0.120, 0.125, 0.151, 0.135, 0.130, 0.098, 0.112, 0.105, 0.104, 0.115, -0.075, -0.740, 0.047, -0.178, -0.612],
  "e_above_lowest_kcal_mol": 3.4,
  "lumo_energy_ha": -0.03857,
  "energy_ev": -42059.663,
  "mol_weight_da": 581.578
}